1.
Here is a molecular structure, C9H12ClNZn from the Open Molecules 2025 dataset. Energies are from ωB97M-V/def2-TZVPD.

```
! RIJCOSX wB97M-V def2-TZVPD def2/J DEFGRID3
* xyz -2 1
H -1.37 -0.12 2.23
C -0.38 -1.32 -1.68
C -0.41 1.93 -0.56
H 2.06 -1.99 0.51
H 1.74 -0.64 -1.80
C 0.39 2.34 -1.56
C -0.12 -2.46 0.30
Zn 0.53 1.18 1.18
C 1.14 -1.90 -0.05
H -0.33 -3.07 1.18
H -0.68 1.09 3.40
N 2.21 1.07 0.29
C -1.74 1.76 -0.35
H 3.14 0.81 0.68
H -0.03 2.75 -2.49
H -0.82 -0.87 -2.57
H -2.21 2.05 0.60
H 1.48 2.30 -1.48
C -0.46 0.33 2.64
C -1.06 -2.11 -0.71
H -2.11 -2.40 -0.74
H -2.39 1.36 -1.13
C 0.97 -1.19 -1.27
Cl 0.47 -0.91 3.37
*
```

The energy above the lowest of the compared OMol25 structures with the same formula, charge and spin is 2.777 eV. The value obtained for the highest occupied orbital energy (spin up / spin down) is 1.50 / 1.48 eV. For the HOMO-LUMO gap (spin up / spin down), the calculation gives 3.72 / 3.74 eV.

Results of the Mulliken charge analysis, in e, for atoms 1 through 5: 0.183, -0.621, 0.861, 0.326, 0.346

2.
Here is a molecular structure, C10H14N3 from the Open Molecules 2025 dataset. Energies are from ωB97M-V/def2-TZVPD.

```
! RIJCOSX wB97M-V def2-TZVPD def2/J DEFGRID3
* xyz 1 1
C 1.41 2.11 0.77
C 0.67 1.35 -0.25
H 2.06 2.96 0.32
H -1.84 -3.89 -0.21
N -0.12 1.93 -1.10
H 1.80 0.61 -1.89
N -0.63 1.65 2.66
H -0.72 1.41 -1.68
C 0.30 -1.94 -1.94
H 0.86 2.55 1.54
C -1.26 -1.98 0.45
H 2.28 -0.19 -0.32
C 1.44 0.19 -0.94
H -0.67 -3.80 -2.46
C -0.59 -2.99 -1.65
C 0.40 -0.93 -1.02
H -1.89 -2.01 1.30
H -2.07 1.13 1.46
C -1.27 -3.01 -0.49
H 2.14 1.44 1.19
H -0.76 2.62 -0.72
C -0.19 0.16 1.12
N -1.05 1.00 1.71
C -0.48 -0.89 0.12
H 0.72 -0.12 1.84
H -1.31 2.30 3.05
H 0.77 -1.68 -2.86
*
```

The energy above the lowest of the compared OMol25 structures with the same formula, charge and spin is 3.990 eV. The value obtained for the highest occupied orbital energy (spin up / spin down) is -12.57 / -12.57 eV. For the HOMO-LUMO gap (spin up / spin down), the calculation gives 7.87 / 7.86 eV.

Results of the Mulliken charge analysis, in e, for atoms 1 through 5: -1.447, 0.672, 0.370, 0.378, -0.380

3.
Here is a molecular structure, C27H57N8OOsPS from the Open Molecules 2025 dataset. Energies are from ωB97M-V/def2-TZVPD.

```
! RIJCOSX wB97M-V def2-TZVPD def2/J DEFGRID3
* xyz 2 5
C -1.91 -5.08 -0.89
C -1.35 -4.71 4.39
H -3.41 -4.42 5.03
N -0.50 -1.39 -1.36
C 2.90 1.43 3.41
H -0.84 -6.73 0.08
H 3.38 -0.57 2.29
C -2.43 -3.90 5.11
H 1.08 -1.00 -2.79
H 4.53 -2.49 1.17
H 5.47 -2.29 3.29
O 1.05 0.67 1.54
H -1.53 -1.73 -3.16
H 4.64 -3.72 4.00
H -2.10 -5.93 1.08
H -0.69 3.27 5.63
H -1.21 0.76 0.80
C 4.21 -3.29 1.88
C 2.64 -1.22 2.82
H -2.52 -3.73 1.66
H 1.95 -1.67 0.02
C -1.43 -0.98 -2.37
Os 0.00 0.00 0.00
C 0.00 -3.98 4.46
H 0.79 -4.55 3.94
N 2.01 -2.15 1.84
H 1.12 -2.52 -2.00
C 2.43 1.48 -0.97
H 4.79 -4.21 1.64
H -2.42 -0.86 -1.92
H 0.11 -5.16 1.88
C -1.26 2.01 3.97
C 4.51 -2.85 3.32
H -0.19 3.88 4.04
H 2.54 -3.81 0.63
H 2.61 -2.66 4.38
H -2.51 -3.05 -1.34
H 1.78 0.95 -3.00
H 2.42 2.40 -0.38
H -3.28 -1.90 5.06
C -2.52 -2.50 4.50
S -0.24 1.52 -1.74
H 1.89 -0.54 3.27
H 0.31 -3.93 5.52
H 1.76 2.95 5.19
N -0.61 -3.37 0.89
C 1.99 -0.95 -0.80
H 0.67 -4.88 0.21
H -1.46 1.14 4.60
C -1.29 -5.75 0.33
H -1.34 -1.06 0.23
H 3.08 0.54 4.02
H 3.77 -1.34 4.72
C 1.02 2.26 4.78
C 0.63 1.28 2.52
H -0.53 -2.42 -0.59
P 0.23 -2.34 2.15
H -2.86 -2.56 3.45
H -1.06 -4.84 -1.58
C 0.91 -1.46 -1.82
H -1.22 -0.79 4.14
N -0.72 1.53 2.71
H 2.33 -4.22 2.38
C -1.16 -1.80 4.57
H -1.65 -4.86 3.34
H -1.88 0.89 -3.39
N 1.97 0.40 -0.14
C -2.62 -3.76 -0.49
H -2.61 -5.73 -1.45
H 3.49 2.27 3.78
C -0.99 0.39 -2.99
C 1.52 1.67 -2.22
H 1.68 2.67 -2.63
H 0.93 1.40 5.46
C 2.70 -3.45 1.67
C -0.31 2.97 4.65
H -3.70 -3.94 -0.32
N 1.49 1.77 3.50
H 3.47 1.33 -1.29
H 3.20 1.22 2.38
H -0.90 -1.67 5.64
H -1.26 -5.72 4.85
H -2.21 2.52 3.78
N -0.31 -0.84 1.84
H 2.98 -1.10 -1.25
H -2.36 -2.11 0.91
H -0.31 0.25 -3.83
C 3.37 -1.99 3.92
C -1.67 0.95 1.78
H -2.16 -3.82 6.19
H -2.51 1.63 1.64
N -0.10 -2.61 3.94
H 2.42 0.07 0.89
H -2.03 0.00 2.19
C -0.20 -4.80 0.89
C -2.06 -3.18 0.83
*
```

As for the expectation value of S²: 6.018. The value obtained for the highest occupied orbital energy (spin up / spin down) is -9.32 / -13.08 eV. For the HOMO-LUMO gap (spin up / spin down), the calculation gives 4.33 / 5.24 eV.

Results of the Mulliken charge analysis, in e, for atoms 1 through 5: -0.648, 0.056, 0.445, 0.267, -1.019

4.
Here is a single CH3N3S2 molecule from the Open Molecules 2025 dataset. Energies are from ωB97M-V/def2-TZVPD.

```
! RIJCOSX wB97M-V def2-TZVPD def2/J DEFGRID3
* xyz 0 1
N -0.34 0.59 -0.06
H -2.10 1.16 -0.82
H -1.91 -0.54 -0.60
S 0.08 2.15 0.16
N 0.17 -0.48 0.44
S 2.72 -0.67 -0.34
N -1.48 0.36 -0.77
C 1.40 -0.91 0.61
H 1.46 -1.66 1.39
*
```

The energy above the lowest of the compared OMol25 structures with the same formula, charge and spin is 1.650 eV. The SMILES is N/[N+]([S-])=N/C=S. The value obtained for the highest occupied orbital energy is -8.62 eV. For the HOMO-LUMO gap, the calculation gives 7.03 eV.

Results of the Mulliken charge analysis, in e, for atoms 1 through 5: 0.716, 0.275, 0.294, -0.138, -0.664